1.
Molecular formula: C38H34BrCrN6O3Si
Method: DFT, wB97M-V/def2-TZVPD

Positions of all 84 atoms, in Å:
H  3.530  0.274  0.852
H  -3.203  0.899  -5.421
C  -2.644  3.088  2.961
C  -0.465  3.495  2.019
N  0.715  1.670  0.796
O  0.140  3.121  -2.521
O  -0.576  -3.618  -2.287
C  1.805  1.461  -2.072
N  -0.722  -1.511  -1.374
H  -0.748  -3.033  3.234
C  2.309  -1.157  3.396
C  -1.923  1.096  -3.705
H  -0.822  -5.520  3.334
Cr  0.253  -0.036  -0.257
H  4.149  1.518  -0.252
C  -1.552  3.922  2.760
C  3.738  1.344  0.747
C  2.787  2.000  -2.871
C  -0.712  -5.006  -0.007
C  -3.521  -1.185  0.418
H  -3.529  -1.535  -5.102
C  2.055  -2.130  0.887
H  -0.711  -5.496  -0.972
H  -1.787  2.167  -3.799
H  -1.546  4.921  3.183
H  2.095  4.910  0.747
O  -1.612  0.206  0.893
C  2.474  2.740  2.975
C  -2.897  -0.976  -4.420
H  3.863  -2.630  3.692
H  -5.235  -2.358  -0.102
C  -1.311  0.431  -2.650
H  -3.501  1.187  2.429
C  3.005  -0.470  -1.777
H  2.065  4.045  -0.788
H  0.361  4.180  1.861
C  -0.725  -3.627  2.321
C  1.418  -0.622  2.483
H  3.255  3.497  3.122
C  -3.373  0.982  -0.613
H  -3.112  -1.918  1.095
C  -4.564  0.742  -1.280
H  -2.377  -2.715  -3.289
H  2.361  -0.748  4.396
C  -4.711  -1.421  -0.256
H  1.575  3.084  3.490
C  -5.232  -0.464  -1.115
C  -0.780  -5.011  2.379
C  4.015  -0.020  -2.609
H  2.813  1.819  3.465
H  -4.963  1.502  -1.940
N  1.921  0.249  -1.494
N  -0.456  1.024  -1.695
C  0.393  2.033  -2.070
C  3.921  1.250  -3.145
C  -0.633  -2.883  -1.310
C  -2.646  1.846  2.347
C  -1.566  1.450  1.582
H  4.706  1.642  -3.780
H  2.618  2.980  -3.296
H  -6.154  -0.655  -1.651
C  2.519  4.056  0.209
N  -0.665  -2.946  1.179
H  4.858  -0.664  -2.819
C  -2.850  0.002  0.211
C  3.135  -2.201  3.016
H  4.522  1.596  1.471
C  -2.252  -1.648  -3.386
C  -0.786  -5.711  1.181
N  1.312  -1.075  1.233
C  -0.401  2.210  1.436
C  -0.640  -3.615  0.033
C  -2.721  0.386  -4.595
H  -2.847  1.919  -0.740
H  3.595  4.238  0.099
H  3.070  -1.459  -1.346
Si  2.251  2.436  1.122
C  2.982  -2.696  1.735
H  1.869  -2.559  -0.090
H  -0.854  -6.792  1.177
Br  4.024  -4.142  1.116
H  -3.490  3.406  3.556
C  -1.424  -0.960  -2.498
H  0.762  0.193  2.758

Energy relative to the best compared isomer or geometry (same formula, charge and spin) ... 134.7 kJ/mol
Net charge ... 0
Multiplicity ... 4
E_LUMO (alpha / beta) ... -0.3 / -0.6 eV

Need the Löwdin charges? In units of e they are: 0.01, 0.10, -0.09, -0.05, -0.14, 0.11, 0.04, -0.18, 0.04, 0.11, -0.03, -0.03, 0.10, 0.87, 0.02, -0.09, -0.15, 0.02, 0.00, -0.01, 0.10, -0.21, 0.12, 0.11, 0.10, 0.03, -0.08, -0.16, -0.10, 0.11, 0.10, -0.23, 0.13, -0.10, 0.02, 0.08, -0.13, -0.11, 0.04, -0.02, 0.11, -0.06, 0.10, 0.12, -0.07, 0.02, -0.08, -0.06, -0.04, 0.02, 0.11, 0.05, -0.03, -0.45, -0.03, -0.44, -0.02, -0.20, 0.12, 0.13, 0.10, -0.15, 0.10, 0.12, -0.26, -0.08, 0.04, -0.02, -0.05, -0.02, -0.29, -0.20, -0.10, 0.14, 0.04, 0.11, 0.42, -0.66, 0.10, 0.11, 0.78, 0.10, -0.19, 0.12

***

2.
Molecular formula: C38H34N3O6ScTe
Method: DFT, wB97M-V/def2-TZVPD

Positions of all 83 atoms, in Å:
H  -1.189  -1.927  5.582
H  2.062  -5.345  -3.585
C  -2.244  1.424  -0.092
N  -1.210  1.010  -1.025
C  -2.488  -3.972  0.557
C  1.618  -4.614  -2.917
H  -0.518  3.877  -3.542
C  0.915  -2.659  3.055
H  -2.126  0.988  0.914
C  0.545  0.592  -2.955
C  1.029  2.674  1.191
H  -1.353  -4.406  5.654
O  0.251  -0.718  -2.609
H  -0.011  -4.148  -4.243
C  -2.189  -3.842  -0.930
C  2.444  1.397  -1.475
H  4.400  1.355  -2.305
C  3.339  1.218  -2.480
O  -0.306  -0.682  1.044
H  -3.181  1.024  -0.494
H  -1.612  -4.721  -1.247
O  -2.292  -1.484  -2.627
C  0.038  -4.677  4.043
H  2.942  4.314  2.535
H  1.337  4.959  2.852
C  -0.561  6.022  -0.930
H  3.596  0.810  -4.615
C  0.561  0.547  2.935
H  -0.022  -5.759  4.063
N  0.485  -2.758  -1.263
H  -1.199  6.337  -0.112
O  0.022  0.070  5.160
H  1.233  0.412  -5.063
C  1.079  5.202  -3.009
H  2.186  4.053  4.110
H  -0.386  1.088  -3.285
C  0.469  1.525  0.702
C  0.173  -1.894  3.949
C  -0.191  4.655  -2.868
C  1.993  4.103  3.036
H  -3.122  -4.814  0.911
H  -1.587  3.406  0.589
C  1.570  0.637  -4.056
H  -3.138  -3.841  -1.484
H  -4.526  -3.684  2.163
H  2.531  6.559  -2.206
C  1.530  6.156  -2.110
H  2.017  -3.070  0.037
C  0.854  -4.046  3.115
O  -2.827  -1.597  0.570
C  0.462  -3.956  -3.295
Sc  -1.086  -1.283  -0.941
C  0.708  6.567  -1.068
C  0.238  0.378  1.546
H  1.318  1.855  4.439
Te  -2.916  4.179  -1.551
C  -2.464  2.931  0.151
H  -4.660  -1.949  2.144
C  -3.157  -2.703  0.992
C  1.042  1.246  -1.693
C  1.593  -3.376  -0.909
H  -1.553  -4.040  1.124
N  -4.161  -2.788  1.903
C  0.077  1.341  -0.718
O  -1.720  -2.887  -4.260
C  2.869  0.873  -3.809
C  0.235  -0.389  4.042
H  1.060  7.303  -0.354
C  -1.016  5.057  -1.827
H  3.125  -4.806  -1.370
C  2.211  -4.330  -1.698
C  1.377  2.820  2.542
C  -1.548  -2.353  -3.179
C  -0.709  -3.921  4.930
H  1.195  3.495  0.499
C  -0.124  -3.018  -2.445
H  1.532  -2.166  2.318
C  -0.628  -2.538  4.888
H  2.793  1.675  -0.485
H  1.728  4.833  -3.791
H  -3.299  3.066  0.841
C  1.112  1.768  3.378
H  1.421  -4.642  2.417

Energy relative to the best compared isomer or geometry (same formula, charge and spin) ... 309.0 kJ/mol
Net charge ... -2
E_LUMO ... 3.8 eV

Need the Löwdin charges? In units of e they are: 0.11, 0.09, -0.35, -0.05, -0.25, -0.08, 0.09, -0.02, 0.10, -0.41, -0.01, 0.09, -0.25, 0.10, -0.17, -0.06, 0.07, -0.14, -0.13, 0.10, 0.03, -0.10, -0.11, 0.07, 0.07, -0.17, 0.07, -0.06, 0.09, 0.01, 0.08, 0.03, 0.09, -0.09, 0.06, 0.13, -0.11, -0.13, -0.14, -0.07, 0.08, 0.03, -0.04, 0.04, 0.08, 0.09, -0.11, 0.10, -0.09, -0.02, -0.03, 1.09, -0.11, -0.28, 0.11, 1.19, -0.48, 0.10, -0.51, -0.13, -0.12, 0.10, 0.16, -0.26, 0.02, -0.15, -0.29, 0.09, -0.58, 0.08, -0.09, -0.29, -0.61, -0.10, 0.13, -0.19, 0.11, -0.03, 0.10, 0.10, 0.03, -0.02, 0.09

***

3.
Molecular formula: C38H34N9O8S2Y
Method: DFT, wB97M-V/def2-TZVPD

Positions of all 92 atoms, in Å:
C  -0.206  2.864  3.120
H  -3.944  -4.999  -1.655
C  -1.622  2.959  2.576
S  -4.186  -5.761  1.108
H  7.937  -0.298  0.065
H  -2.774  -1.057  1.076
H  -3.826  2.921  1.788
N  -1.861  2.214  1.499
C  5.296  0.940  -0.743
C  -0.460  -0.659  2.870
C  3.990  3.482  -0.955
H  3.272  -2.274  -0.715
H  -0.747  0.232  3.402
C  -4.093  2.833  -2.942
C  0.742  -2.883  -2.789
O  -2.897  -6.447  1.139
N  -0.185  -0.582  1.575
H  -2.282  1.689  -3.155
C  -3.201  -2.987  -1.668
C  -3.555  2.518  -0.283
H  -0.661  4.059  4.814
C  -0.361  -1.976  3.336
H  -1.440  -4.831  -3.095
H  0.880  -3.139  -3.835
N  0.094  -1.844  1.193
H  3.571  5.587  -0.460
C  5.193  -1.407  -0.863
C  -4.934  3.423  -2.014
S  0.097  3.368  -2.211
N  -2.064  -0.859  -1.492
N  -2.736  1.970  -1.178
H  0.157  -5.580  -3.095
C  1.257  -1.695  -2.310
H  -2.228  0.089  -1.170
H  7.816  -1.224  -1.426
H  7.890  0.534  -1.485
H  0.162  -3.756  2.078
O  -2.409  3.648  3.249
C  0.037  -3.755  -1.956
N  0.677  2.138  2.442
O  0.090  1.833  -2.177
N  2.359  2.622  0.280
Y  0.001  1.567  0.003
C  -4.660  3.269  -0.666
H  -5.789  4.005  -2.337
C  1.877  1.908  2.978
H  -2.020  -0.879  -2.499
C  -0.009  -2.704  2.224
C  3.378  4.538  -0.324
C  5.977  -0.257  -0.867
O  -4.692  -5.407  2.428
O  -0.958  3.876  -3.061
C  3.907  1.023  -0.665
C  -3.051  -1.909  0.463
C  7.479  -0.312  -0.929
O  1.422  3.840  -2.552
H  5.861  1.863  -0.687
N  3.378  2.349  -0.565
O  -0.219  3.647  -0.737
H  5.664  -2.383  -0.932
H  4.792  3.448  -1.670
N  1.726  -0.126  -0.497
O  -5.158  -6.404  0.232
C  2.251  2.421  4.205
H  -3.050  -2.966  -2.744
H  1.622  3.677  5.834
C  0.376  -2.174  -0.165
C  0.103  3.463  4.337
C  -3.823  -4.198  0.321
H  1.801  -1.025  -2.964
C  1.127  -1.317  -0.967
C  1.351  3.236  4.882
C  3.083  -0.132  -0.648
H  -4.245  2.940  -4.007
H  -3.678  -3.099  2.139
C  3.823  -1.345  -0.742
C  -3.277  2.219  1.160
C  -3.688  -4.130  -1.062
C  2.366  3.940  0.428
H  -0.543  -2.346  4.329
H  2.548  1.294  2.391
C  -2.812  -1.881  -0.908
H  -0.790  -3.969  0.003
C  -3.543  -3.061  1.066
C  -2.998  2.129  -2.473
H  -3.702  1.223  1.357
H  3.230  2.197  4.605
H  -0.887  -5.680  -1.666
C  -0.162  -3.366  -0.644
H  -5.284  3.719  0.095
H  1.609  4.402  1.041
C  -0.560  -5.032  -2.479

Energy relative to the best compared isomer or geometry (same formula, charge and spin) ... 38.0 kJ/mol
Net charge ... -2
E_LUMO ... 3.9 eV

Need the Löwdin charges? In units of e they are: -0.20, 0.11, -0.52, 0.39, 0.07, 0.09, 0.10, -0.03, -0.01, -0.15, -0.08, 0.11, 0.10, -0.06, -0.05, -0.39, 0.03, 0.11, -0.06, -0.25, 0.11, -0.05, 0.07, 0.11, -0.06, 0.09, -0.07, -0.07, 0.30, 0.13, 0.06, 0.07, -0.03, 0.03, 0.07, 0.07, 0.13, -0.03, -0.28, 0.03, -0.49, 0.00, 1.51, -0.02, 0.10, -0.14, 0.10, -0.05, -0.05, -0.31, -0.38, -0.33, -0.11, -0.04, -0.08, -0.33, 0.10, -0.06, -0.48, 0.10, 0.12, -0.03, -0.39, -0.06, 0.10, 0.10, -0.14, 0.00, -0.28, 0.13, -0.29, -0.07, -0.23, 0.10, 0.11, -0.02, -0.17, -0.08, -0.16, 0.09, 0.11, -0.33, 0.12, -0.06, -0.15, 0.12, 0.10, 0.08, 0.01, 0.11, 0.11, -0.05

***

4.
Molecular formula: C38H35BN9O3S2Ta
Method: DFT, wB97M-V/def2-TZVPD

Positions of all 89 atoms, in Å:
H  -2.619  0.136  -1.210
C  4.560  4.005  -1.381
C  -1.486  3.301  -4.091
H  -0.437  -0.441  4.650
H  -3.875  1.861  3.461
C  -1.344  2.434  -2.057
H  -3.145  -1.948  -4.199
H  -5.490  0.138  2.730
S  -0.985  2.363  -0.363
C  3.973  1.756  -0.768
N  -1.903  0.125  1.386
C  -0.349  3.745  4.064
C  -1.212  1.980  2.701
N  0.072  -1.933  -3.747
H  7.124  1.878  -1.992
C  -1.156  -1.200  4.967
H  -0.492  4.513  4.812
C  6.146  2.217  -1.680
N  -1.699  -0.869  -3.050
H  2.657  3.437  -0.559
O  0.289  -0.839  2.221
B  -2.642  0.218  -2.403
C  -2.182  -4.091  -0.778
H  -3.734  0.053  -2.872
H  0.935  -5.871  3.370
C  1.681  -4.217  2.246
H  -2.084  -0.728  5.281
N  -0.848  -1.753  -0.087
C  -1.413  2.958  3.659
H  2.511  -4.765  1.818
C  5.231  1.313  -1.173
N  2.119  -1.065  0.447
C  0.894  3.525  3.499
O  -1.492  -2.070  3.880
H  0.329  5.028  -3.272
C  -0.250  -4.102  3.669
C  1.024  2.543  2.536
O  1.836  1.300  0.214
H  1.971  2.363  2.056
H  6.532  4.267  -2.178
C  0.453  -2.133  2.484
H  -2.724  1.642  -4.852
C  -2.170  2.137  -4.074
C  -2.281  1.057  2.266
C  2.996  0.806  -0.231
H  4.305  5.054  -1.462
H  2.108  -1.678  -3.397
H  0.551  4.296  -1.668
C  -2.139  -1.933  0.253
C  3.638  3.104  -0.874
C  -0.426  -2.766  3.378
H  1.701  -2.345  -4.989
N  -2.079  1.604  -2.806
C  -2.108  -1.835  -3.938
C  -0.846  -3.922  -1.102
H  -0.287  -4.687  -1.623
H  5.483  0.265  -1.082
C  -0.370  -0.946  -2.937
C  5.812  3.563  -1.784
C  2.401  -2.187  1.028
C  -2.831  -3.083  -0.090
N  -0.969  3.474  -2.826
S  0.680  0.083  -2.018
H  -0.952  -4.576  4.344
C  -0.225  -2.745  -0.747
H  1.760  4.104  3.786
H  -2.390  3.108  4.091
H  -0.903  -3.295  -5.093
H  0.807  -2.566  -1.007
H  3.399  -2.587  0.865
H  -4.725  -1.674  1.236
H  -0.819  5.385  -1.963
H  -1.328  4.022  -4.873
H  -0.742  -1.772  5.800
N  -0.004  1.782  2.139
H  -3.866  -3.199  0.188
N  3.211  -0.460  -0.162
C  1.492  -2.869  1.897
H  1.582  -3.372  -3.546
C  -1.013  -2.499  -4.378
C  -4.048  -0.885  1.522
C  -4.473  0.123  2.365
C  -3.571  1.093  2.767
C  0.807  -4.830  3.111
C  -0.180  4.621  -2.403
Ta  0.232  0.170  0.519
H  -2.709  -4.996  -1.048
C  1.452  -2.360  -3.930
C  -2.742  -0.860  1.061

Energy relative to the best compared isomer or geometry (same formula, charge and spin) ... 2.3 kJ/mol
Net charge ... +2
E_LUMO ... -6.1 eV

Need the Löwdin charges? In units of e they are: 0.05, -0.06, -0.01, 0.09, 0.12, -0.68, 0.13, 0.13, 0.75, -0.16, 0.01, 0.00, -0.24, -0.11, 0.11, -0.04, 0.13, -0.05, 0.02, 0.10, -0.22, -0.42, 0.01, 0.09, 0.12, -0.01, 0.09, -0.01, 0.03, 0.13, -0.01, -0.12, 0.00, -0.10, 0.10, 0.04, -0.08, -0.36, 0.12, 0.11, -0.24, 0.13, -0.02, -0.22, -0.44, 0.11, 0.07, 0.06, -0.19, -0.02, -0.23, 0.11, 0.00, -0.03, -0.01, 0.13, 0.12, -0.63, -0.05, -0.02, 0.04, -0.10, 0.80, 0.14, -0.14, 0.13, 0.12, 0.14, 0.10, 0.15, 0.12, 0.10, 0.13, 0.10, -0.07, 0.12, 0.10, -0.15, 0.10, -0.02, 0.04, 0.02, 0.04, -0.04, -0.01, 1.67, 0.13, 0.00, -0.21

***

5.
Molecular formula: C38H35Br2MgN3O3SSi
Method: DFT, wB97M-V/def2-TZVPD

Positions of all 84 atoms, in Å:
H  -1.162  -3.467  0.313
C  -2.177  -2.782  -7.554
C  1.993  -2.087  -0.718
H  -3.047  -4.289  1.677
C  -2.925  -5.052  -2.096
C  0.845  -1.054  2.549
C  -3.981  -5.523  -1.330
Si  2.017  1.795  0.859
O  0.174  1.213  -1.560
H  -4.871  -5.585  0.622
C  2.930  -3.068  -0.500
C  -2.022  1.948  -1.056
C  4.779  -0.140  3.342
C  3.718  3.620  -2.508
H  -1.123  -0.529  -5.244
C  2.931  5.378  -1.081
C  -1.007  1.347  -2.035
H  3.306  1.626  -1.868
C  3.582  4.975  -2.239
C  -0.287  0.713  4.315
H  0.135  -3.787  -1.899
N  1.286  -1.503  0.257
C  -3.018  -4.501  0.615
Br  1.016  -0.328  6.625
S  -0.991  -1.824  -2.589
H  4.955  -0.210  4.411
H  -1.206  1.484  2.556
C  3.166  -3.437  0.821
C  2.493  -2.822  1.845
H  1.650  2.617  2.070
H  1.961  4.758  0.723
H  -2.504  0.138  -0.213
H  6.340  -1.530  2.835
C  -4.039  -5.233  0.026
Br  4.464  -4.753  1.198
H  5.988  -1.282  0.397
C  3.513  0.804  1.486
H  -0.857  -1.092  -7.641
H  4.183  0.149  -0.453
H  -2.682  1.381  0.821
H  4.203  3.297  -3.422
H  -3.550  -4.383  -7.163
H  -4.766  -6.108  -1.794
O  -1.402  0.982  -3.147
H  1.865  -1.883  4.263
C  -1.497  -1.699  -7.012
C  1.161  -1.144  3.910
C  5.359  -0.736  1.093
H  -2.064  -3.029  -8.602
H  3.973  5.711  -2.931
H  -1.642  2.905  -0.697
C  -3.009  -3.544  -6.746
C  3.226  2.678  -1.616
C  0.590  -0.263  4.787
C  -2.470  -2.150  -4.849
H  -0.740  1.428  4.985
H  3.172  1.258  3.559
C  -1.639  -1.384  -5.670
H  -0.815  -4.086  -3.377
N  -0.013  -0.122  2.080
H  1.786  -1.730  -1.722
C  4.341  0.077  0.619
C  -1.960  -4.032  -0.150
C  -1.915  -4.281  -1.522
H  -3.292  -2.472  -2.865
H  -2.943  -0.764  -3.264
C  -3.152  -3.229  -5.401
H  -3.821  -3.817  -4.783
O  -1.210  -1.326  -1.176
H  2.800  6.434  -0.874
H  -2.977  2.095  -1.557
C  2.613  3.059  -0.419
C  -0.550  0.730  2.970
H  3.463  -3.538  -1.314
Mg  0.047  0.137  -0.014
N  -2.084  1.013  0.096
C  -2.623  -1.798  -3.395
H  -2.869  -5.294  -3.151
C  1.543  -1.844  1.535
C  -0.841  -3.674  -2.367
C  2.457  4.428  -0.184
H  2.707  -3.092  2.868
C  5.569  -0.867  2.461
C  3.772  0.686  2.857

Energy relative to the best compared isomer or geometry (same formula, charge and spin) ... 85.9 kJ/mol
Net charge ... 0
E_LUMO (alpha / beta) ... -0.8 / -0.8 eV

Need the Löwdin charges? In units of e they are: 0.10, -0.09, -0.12, 0.10, -0.06, -0.21, -0.08, 0.75, -0.13, 0.10, -0.09, -0.13, -0.10, -0.10, 0.11, -0.10, -0.66, 0.09, -0.11, -0.09, 0.08, 0.06, -0.07, 0.77, 1.03, 0.10, 0.11, -0.67, -0.04, -0.03, 0.08, 0.08, 0.10, -0.09, 0.78, 0.10, -0.33, 0.11, 0.09, 0.09, 0.10, 0.10, 0.10, -0.01, 0.11, -0.07, -0.06, -0.11, 0.10, 0.09, 0.13, -0.08, -0.12, -0.68, -0.28, 0.11, 0.09, -0.04, 0.10, 0.03, 0.12, -0.12, -0.04, -0.28, 0.09, 0.09, -0.05, 0.10, -0.55, 0.10, 0.12, -0.34, -0.14, 0.11, 0.45, 0.00, -0.25, 0.11, -0.19, -0.23, -0.13, 0.11, -0.11, -0.13

***

no.,DFT total energy (hartree)
1,-5930.8393
2,-3112.9938
3,-3398.2763
4,-3065.6582
5,-7894.9589